(1)
# C4H13NOS2

2 unconnected molecules or ions with the total composition C4H13NOS2 (ωB97M-V/def2-TZVPD, the Open Molecules 2025 dataset).

Geometry as ORCA input:
```
! wB97M-V def2-TZVPD RIJCOSX def2/J DEFGRID3
* xyz 0 1
C -1.652 -0.556 0.992
C -1.769 -1.803 0.117
S -0.611 -1.863 -1.262
S 0.095 -0.040 -1.757
C 1.128 0.700 -0.472
C 2.091 -0.271 0.202
N 3.086 -0.889 -0.638
H -1.880 0.357 0.437
H -2.413 -0.595 1.771
H -0.662 -0.363 1.383
H -1.480 -2.602 0.758
H -2.835 -1.889 -0.079
H 1.764 1.414 -0.990
H 0.516 1.212 0.266
H 2.559 0.218 1.058
H 1.513 -1.047 0.709
H 3.905 -0.335 -0.834
H 2.650 -1.128 -1.523
O -1.990 2.815 0.146
H -1.406 3.568 0.255
H -2.610 3.095 -0.537
*
```

Computed properties:
ΔE to the lowest compared entry with this formula, charge and spin: 0.7047 eV
HOMO level: -8.2903 eV
SMILES string: CCSSCCN.O
HOMO-LUMO gap: 8.8033 eV

(2)
# C4H13NS

2 unconnected molecules or ions with the total composition C4H13NS (ωB97M-V/def2-TZVPD, the Open Molecules 2025 dataset).

Geometry as ORCA input:
```
! wB97M-V def2-TZVPD RIJCOSX def2/J DEFGRID3
* xyz 0 1
C -0.330 1.483 1.954
C -0.310 2.909 1.398
N -0.117 2.717 -0.106
H -0.243 1.541 3.017
H -1.313 0.983 1.929
H 0.499 0.871 1.576
H -1.275 3.401 1.606
H 0.647 3.389 1.693
H 0.291 3.611 -0.539
H -1.077 2.443 -0.540
C 1.018 -1.595 -2.220
C 0.817 -2.436 -0.964
S -0.533 -1.666 0.051
H 1.433 -0.643 -2.058
H 0.090 -1.350 -2.734
H 1.496 -2.218 -2.990
H 1.708 -2.460 -0.343
H 0.528 -3.593 -1.097
H -0.602 -0.504 -0.600
*
```

Computed properties:
ΔE to the lowest compared entry with this formula, charge and spin: 1.1325 eV
HOMO level: -8.7678 eV
SMILES string: CCN.CCS
HOMO-LUMO gap: 9.7692 eV

(3)
# C4H13NS

2 unconnected molecules or ions with the total composition C4H13NS (ωB97M-V/def2-TZVPD, the Open Molecules 2025 dataset).

Geometry as ORCA input:
```
! wB97M-V def2-TZVPD RIJCOSX def2/J DEFGRID3
* xyz 0 1
C 1.315 -1.936 -0.269
C -0.157 -1.567 -0.434
N -0.296 -0.131 -0.862
C -1.766 0.152 -1.044
H 1.796 -1.481 0.607
H 1.371 -3.010 -0.225
H 1.945 -1.717 -1.152
H -0.653 -2.246 -1.189
H -0.721 -1.733 0.463
H 0.159 -0.127 -1.787
H -2.198 -0.459 -1.865
H -1.807 1.151 -1.389
H -2.116 0.122 -0.011
C 0.517 2.447 1.956
S 1.296 2.059 0.330
H 1.191 3.022 2.574
H -0.402 3.032 1.882
H 0.246 1.465 2.431
H 0.281 0.956 -0.015
*
```

Computed properties:
ΔE to the lowest compared entry with this formula, charge and spin: 1.1976 eV
HOMO level: -7.7306 eV
SMILES string: CCNC.CS
HOMO-LUMO gap: 8.4907 eV

(4)
# C4H13NS

2 unconnected molecules or ions with the total composition C4H13NS (ωB97M-V/def2-TZVPD, the Open Molecules 2025 dataset).

Geometry as ORCA input:
```
! wB97M-V def2-TZVPD RIJCOSX def2/J DEFGRID3
* xyz 1 2
C -0.112 -0.653 1.130
C 0.340 -0.275 2.607
S -0.417 1.202 3.184
H -0.140 0.302 0.533
H -1.128 -1.041 1.147
H 0.736 -1.210 0.661
H 1.374 -0.112 2.630
H 0.279 -1.103 3.166
C 0.528 -1.652 -3.191
N -0.378 -0.390 -3.243
C 0.303 0.909 -2.634
H -0.135 -2.463 -3.557
H 1.488 -1.593 -3.606
H 0.700 -1.900 -2.143
H -1.287 -0.668 -2.896
H -0.369 -0.243 -4.244
H 0.939 0.538 -1.801
H -0.381 1.601 -2.192
H 0.892 1.411 -3.412
*
```

Computed properties:
ΔE to the lowest compared entry with this formula, charge and spin: 1.4018 eV
HOMO level (alpha / beta): -11.6232 / -11.2255 eV
<S²>: 0.753
HOMO-LUMO gap (alpha / beta): 7.9829 / 7.0346 eV

(5)
# C4H13NS2

2 unconnected molecules or ions with the total composition C4H13NS2 (ωB97M-V/def2-TZVPD, the Open Molecules 2025 dataset).

Geometry as ORCA input:
```
! wB97M-V def2-TZVPD RIJCOSX def2/J DEFGRID3
* xyz 0 1
C -0.924 -1.533 -3.452
S -1.451 -2.977 -2.503
S -2.626 -2.139 -1.063
C -4.221 -2.011 -1.901
H -0.243 -1.889 -4.242
H -0.382 -0.811 -2.818
H -1.775 -1.016 -3.927
H -4.178 -1.340 -2.776
H -4.583 -2.998 -2.232
H -4.943 -1.597 -1.176
C 2.530 1.334 3.565
C 2.924 1.631 2.117
N 2.232 2.763 1.499
H 2.741 2.208 4.203
H 3.096 0.470 3.954
H 1.453 1.106 3.626
H 4.010 1.840 2.068
H 2.724 0.740 1.492
H 2.398 3.614 2.047
H 1.218 2.604 1.519
*
```

Computed properties:
ΔE to the lowest compared entry with this formula, charge and spin: 0.1416 eV
HOMO level: -8.9219 eV
SMILES string: CSSC.CCN
HOMO-LUMO gap: 9.6544 eV

(6)
# C4H13NSi

2 unconnected molecules or ions with the total composition C4H13NSi (ωB97M-V/def2-TZVPD, the Open Molecules 2025 dataset).

Geometry as ORCA input:
```
! wB97M-V def2-TZVPD RIJCOSX def2/J DEFGRID3
* xyz 0 1
C 2.282 -0.858 -0.657
C 1.983 0.843 1.185
C -3.088 -0.910 0.452
C 1.901 0.493 -0.336
N -1.980 -0.301 -0.150
Si -1.541 1.093 -1.046
H 1.589 -1.581 -0.237
H 2.535 -0.924 -1.709
H 3.195 -1.145 -0.094
H 2.509 1.815 1.248
H 2.458 -0.070 1.616
H 0.968 0.842 1.583
H -4.075 -0.396 0.336
H -3.233 -1.959 0.169
H -3.125 -0.929 1.579
H 2.334 1.363 -0.852
H -1.172 -0.688 0.389
H -2.279 2.415 -0.969
H -1.259 0.897 -2.507
*
```

Computed properties:
ΔE to the lowest compared entry with this formula, charge and spin: 4.9595 eV
HOMO level (alpha / beta): -7.7961 / -6.9923 eV
HOMO-LUMO gap (alpha / beta): 7.7507 / 7.5925 eV

(7)
# C4H13O4

3 unconnected molecules or ions with the total composition C4H13O4 (ωB97M-V/def2-TZVPD, the Open Molecules 2025 dataset).

Geometry as ORCA input:
```
! wB97M-V def2-TZVPD RIJCOSX def2/J DEFGRID3
* xyz -1 1
C 0.158 1.425 1.225
O -0.257 2.501 0.362
C -0.737 0.213 1.129
C -0.792 -0.373 -0.297
C -1.284 -1.834 -0.221
O 0.419 -0.309 -0.949
H 0.157 1.879 2.235
H 1.165 1.141 0.967
H -0.324 -0.521 1.826
H -1.752 0.450 1.477
H -1.566 0.228 -0.813
H -0.691 -2.364 0.534
H -1.148 -2.277 -1.199
H -2.330 -1.887 0.145
H 0.904 1.018 -1.365
H 0.592 1.962 -2.505
H 0.167 2.386 -0.498
O 1.146 1.974 -1.720
H 1.794 -1.109 -0.127
H 2.019 -2.613 -0.368
O 2.360 -1.889 0.161
*
```

Computed properties:
ΔE to the lowest compared entry with this formula, charge and spin: 0.1819 eV
HOMO level: -4.3640 eV
HOMO-LUMO gap: 8.4107 eV

(8)
# C4H13O8

5 unconnected molecules or ions with the total composition C4H13O8 (ωB97M-V/def2-TZVPD, the Open Molecules 2025 dataset).

Geometry as ORCA input:
```
! wB97M-V def2-TZVPD RIJCOSX def2/J DEFGRID3
* xyz -1 1
O -1.153 -0.876 -2.031
C -0.090 -0.234 -1.927
O 0.437 0.496 -2.796
C 0.402 -0.186 -0.460
C -0.663 -0.571 0.428
C -0.287 0.010 1.885
O -0.653 -1.032 2.761
O 0.355 0.919 2.269
H 0.878 0.815 -0.269
H 1.107 -1.012 -0.415
H -1.644 -0.112 0.300
H -0.815 -1.609 0.477
H -0.371 -0.770 3.788
H -2.333 -2.606 0.371
H -2.356 -2.031 -0.989
O -2.933 -2.421 -0.379
H 2.589 -2.037 0.892
H 2.291 -1.441 2.290
O 2.894 -1.803 1.722
H -0.640 2.534 0.054
H -0.448 3.218 -1.363
O -0.973 3.256 -0.518
H 1.090 2.046 -2.546
H 1.965 2.566 -1.420
O 1.351 2.879 -2.123
*
```

Computed properties:
ΔE to the lowest compared entry with this formula, charge and spin: 1.7079 eV
HOMO level: -5.6301 eV
HOMO-LUMO gap: 8.1998 eV

(9)
# C4H14EuIN3S

A molecular structure, C4H14EuIN3S (ωB97M-V/def2-TZVPD, the Open Molecules 2025 dataset).

Geometry as ORCA input:
```
! wB97M-V def2-TZVPD RIJCOSX def2/J DEFGRID3
* xyz 0 8
C -1.325 1.882 -2.431
C -1.272 -1.650 -2.326
H -2.301 2.216 -2.016
H -1.358 1.372 -3.399
H -0.520 2.641 -2.316
H -1.215 -2.571 -1.706
H -2.292 -1.345 -2.591
H -0.504 -1.580 -3.106
Eu -0.491 0.240 -0.445
C 1.762 0.089 -1.626
H 2.067 -0.963 -1.738
H 2.458 0.681 -1.005
H 1.563 0.570 -2.599
I -3.145 -0.187 1.052
N 0.541 -1.316 1.250
N 0.878 -0.729 2.507
C 0.734 0.621 2.666
N 0.679 0.991 3.964
S 0.787 1.817 1.471
H -0.095 -2.109 1.391
H 1.395 -1.640 0.792
H 0.639 -1.312 3.318
H 0.510 1.959 4.182
H 0.504 0.325 4.709
*
```

Computed properties:
HOMO level (alpha / beta): -7.3392 / -5.9592 eV
<S²>: 15.915
HOMO-LUMO gap (alpha / beta): 6.4882 / 3.8349 eV

(10)
# C4H14N

2 unconnected molecules or ions with the total composition C4H14N (ωB97M-V/def2-TZVPD, the Open Molecules 2025 dataset).

Geometry as ORCA input:
```
! wB97M-V def2-TZVPD RIJCOSX def2/J DEFGRID3
* xyz 1 1
C -0.324 1.024 -1.926
C -0.914 1.873 -0.872
H -0.267 1.404 -2.959
H 0.664 0.700 -1.880
H -0.876 0.051 -2.200
H -0.535 1.652 0.063
H -0.511 2.899 -1.070
H -2.056 2.106 -0.984
C 0.722 -1.356 1.339
C -0.127 -1.972 0.215
N 0.637 0.246 1.312
H 0.521 -1.641 2.400
H 1.772 -1.638 1.301
H -0.535 -1.127 -0.522
H -0.994 -2.589 0.624
H -0.381 0.409 1.611
H 1.337 0.717 1.912
H 0.729 0.604 0.275
H 0.534 -2.690 -0.300
*
```

Computed properties:
ΔE to the lowest compared entry with this formula, charge and spin: 1.9341 eV
HOMO level: -15.0362 eV
HOMO-LUMO gap: 11.4206 eV

(11)
# C4H14N

2 unconnected molecules or ions with the total composition C4H14N (ωB97M-V/def2-TZVPD, the Open Molecules 2025 dataset).

Geometry as ORCA input:
```
! wB97M-V def2-TZVPD RIJCOSX def2/J DEFGRID3
* xyz 2 2
C 0.171 -0.624 -2.114
C -0.085 -1.253 -0.741
N 1.672 -0.319 -2.229
H -0.055 -1.420 -2.813
H -0.297 0.334 -2.275
H -0.041 -0.476 0.040
H 0.617 -2.065 -0.561
H 2.199 -1.097 -2.641
H 1.809 0.416 -2.929
H 2.016 0.003 -1.324
H -1.083 -1.651 -0.601
C -1.421 0.842 1.801
C -0.226 1.163 2.638
H -2.366 1.190 2.341
H -1.434 1.528 0.946
H -1.548 -0.246 1.667
H 0.390 1.928 2.180
H 0.448 0.349 2.975
H -0.766 1.398 3.640
*
```

Computed properties:
ΔE to the lowest compared entry with this formula, charge and spin: 0.6507 eV
HOMO level (alpha / beta): -20.7965 / -20.7955 eV
<S²>: 0.753
HOMO-LUMO gap (alpha / beta): 13.9417 / 6.6246 eV

(12)
# C4H14N2

2 unconnected molecules or ions with the total composition C4H14N2 (ωB97M-V/def2-TZVPD, the Open Molecules 2025 dataset).

Geometry as ORCA input:
```
! wB97M-V def2-TZVPD RIJCOSX def2/J DEFGRID3
* xyz 0 1
C 0.819 -2.815 4.541
C -0.115 -3.959 4.090
C -0.607 -3.757 2.671
H 1.759 -2.864 4.011
H 1.008 -2.831 5.615
H 0.315 -1.852 4.367
H -0.925 -4.049 4.818
H 0.475 -4.875 4.148
H -0.827 -4.708 2.186
H -1.522 -3.169 2.575
H 0.165 -3.276 2.073
N 0.944 3.872 -5.018
C -0.035 4.246 -4.007
N -1.123 5.051 -4.594
H 1.753 3.388 -4.643
H 0.496 3.296 -5.717
H -0.490 3.391 -3.484
H 0.417 4.886 -3.260
H -0.691 5.579 -5.353
H -1.816 4.448 -5.020
*
```

Computed properties:
ΔE to the lowest compared entry with this formula, charge and spin: 0.1535 eV
HOMO level: -9.2801 eV
SMILES string: CCC.NCN
HOMO-LUMO gap: 10.4852 eV

What is the formula in the ninth record? C4H14EuIN3S

Number 10 is which compound? C4H14N